Entry 1:
Below is 2 unconnected molecules or ions with the total composition C9H11NO at a distorted geometry, with properties calculated with ωB97M-V with the def2-TZVPD basis set.

The geometry in ORCA input format:
```
! RIJCOSX wB97M-V def2-TZVPD def2/J DEFGRID3
* xyz 0 3
C 2.560 -0.361 -0.666
C 2.158 0.942 -0.472
C 1.735 -1.418 -0.533
C 0.802 1.223 -0.143
C 0.421 -1.185 -0.009
C 0.001 0.112 -0.029
C -2.871 -0.020 0.342
C 0.132 2.529 0.074
C -0.545 -2.415 0.137
N -1.980 0.563 1.005
O -1.923 1.295 2.008
H 3.496 -0.607 -1.085
H 2.771 1.870 -0.801
H 2.101 -2.351 -0.912
H -3.917 -0.244 0.756
H -2.686 -0.351 -0.596
H -0.843 2.415 0.533
H 0.728 3.194 0.630
H 0.027 2.991 -0.934
H 0.171 -3.082 0.676
H -1.460 -2.259 0.831
H -0.878 -2.843 -0.814
*
```

- orbital gap (alpha / beta) (Ha) = 0.3038 / 0.2580
- energy relative to the best compared isomer or geometry (same formula, charge and spin) (kcal/mol) = 26.8
- DFT total energy (eV) = -13041.7375
- ⟨S²⟩ = 2.02

=====

Entry 2:
Below is a molecular structure, C44H37Cl2GeN5O4Os, with properties calculated with ωB97M-V with the def2-TZVPD basis set.

The geometry in ORCA input format:
```
! RIJCOSX wB97M-V def2-TZVPD def2/J DEFGRID3
* xyz 2 1
Os -0.510 -1.627 0.770
C -2.697 0.283 0.004
N -2.457 -1.175 -0.020
C -2.745 -1.793 -1.337
C -1.952 -3.052 -1.378
N -1.034 -3.279 -0.463
C -0.425 -4.493 -0.795
C 0.592 -5.205 -0.167
C 0.960 -6.402 -0.742
C 0.337 -6.885 -1.906
C -0.678 -6.189 -2.528
C -1.044 -4.984 -1.940
N -2.006 -4.033 -2.288
C -1.931 0.844 1.151
N -0.955 0.170 1.749
C -0.484 1.009 2.788
C 0.488 0.862 3.775
C 0.643 1.887 4.686
C -0.125 3.056 4.630
C -1.078 3.230 3.649
C -1.236 2.184 2.752
N -2.133 2.037 1.699
H -3.762 0.508 0.088
H -2.326 0.716 -0.928
H -3.028 -1.648 0.686
H -2.438 -1.105 -2.127
H -3.815 -1.985 -1.444
H 1.073 -4.830 0.726
H 1.746 -6.989 -0.288
H 0.662 -7.829 -2.322
H -1.167 -6.568 -3.415
H -2.668 -4.103 -3.045
H 1.128 0.001 3.838
H 1.389 1.787 5.462
H 0.034 3.834 5.364
H -1.682 4.125 3.592
H -2.830 2.703 1.406
Cl -0.612 -3.839 7.764
C -0.851 -3.451 6.104
C -2.143 -3.508 5.566
C -2.373 -3.207 4.243
Cl -3.968 -3.294 3.595
C -1.321 -2.821 3.397
O -1.571 -2.613 2.125
C -0.027 -2.748 3.958
C 1.084 -2.309 3.194
O 1.081 -1.781 2.061
C 0.202 -3.087 5.309
H -2.972 -3.800 6.198
H 2.074 -2.384 3.655
H 1.205 -3.044 5.715
O 1.198 -2.159 -0.360
C 0.981 -1.232 -1.204
O 0.047 -0.449 -0.836
C 1.638 -1.085 -2.527
C 2.076 0.342 -2.903
Ge 1.228 1.962 -2.152
C 1.766 2.161 -0.289
C 2.618 1.230 0.304
C 3.174 1.461 1.556
C 2.873 2.629 2.240
C 2.008 3.557 1.675
C 1.464 3.324 0.420
C 2.069 3.434 -3.109
C 3.435 3.661 -2.928
C 4.091 4.658 -3.633
C 3.385 5.449 -4.531
C 2.027 5.241 -4.716
C 1.376 4.237 -4.011
C -0.694 2.058 -2.508
C -1.286 1.204 -3.440
C -2.635 1.308 -3.762
C -3.424 2.272 -3.147
C -2.852 3.136 -2.223
C -1.500 3.029 -1.911
H 0.863 -1.415 -3.229
H 2.456 -1.802 -2.596
H 2.003 0.443 -3.986
H 3.131 0.478 -2.659
H 2.906 0.329 -0.228
H 3.861 0.741 1.983
H 3.327 2.828 3.202
H 1.790 4.481 2.195
H 0.848 4.095 -0.031
H 3.998 3.068 -2.212
H 5.149 4.821 -3.482
H 3.895 6.229 -5.081
H 1.474 5.859 -5.411
H 0.313 4.087 -4.173
H -0.679 0.464 -3.954
H -3.066 0.660 -4.516
H -4.468 2.374 -3.415
H -3.451 3.917 -1.772
H -1.068 3.736 -1.211
*
```

- orbital gap (Ha) = 0.2261
- energy relative to the best compared isomer or geometry (same formula, charge and spin) (kcal/mol) = 7.7
- DFT total energy (eV) = -145886.8046

=====

Entry 3:
Below is a gas-phase ion, C4H8NO2S (charge -1) at a distorted geometry, with properties calculated with ωB97M-V with the def2-TZVPD basis set.

The geometry in ORCA input format:
```
! RIJCOSX wB97M-V def2-TZVPD def2/J DEFGRID3
* xyz -1 1
O 0.203 -1.843 2.658
C 0.705 -0.727 2.446
O 1.488 -0.041 3.135
N 0.339 -0.094 1.180
C -0.533 -0.775 0.285
C -0.117 -0.646 -1.185
C 0.064 0.804 -1.621
S -0.968 1.328 -3.043
H 0.179 0.896 1.291
H -1.602 -0.515 0.338
H -0.598 -1.829 0.528
H -0.815 -1.195 -1.822
H 0.833 -1.174 -1.290
H 1.087 1.059 -1.865
H -0.152 1.508 -0.819
H -1.870 2.025 -2.362
*
```

- orbital gap (Ha) = 0.2524
- energy relative to the best compared isomer or geometry (same formula, charge and spin) (kcal/mol) = 7.0
- DFT total energy (eV) = -20699.7497
- structure (SMILES) = O=C([O-])NCCCS

=====

Entry 4:
Below is a single C4H7NOS2 molecule at a distorted geometry, with properties calculated with ωB97M-V with the def2-TZVPD basis set.

The geometry in ORCA input format:
```
! RIJCOSX wB97M-V def2-TZVPD def2/J DEFGRID3
* xyz 0 1
C -2.420 -0.678 -0.127
C -1.741 0.683 -0.245
S 0.005 0.494 -0.662
C 0.680 -0.440 0.684
N 1.806 -0.960 0.742
S 2.744 -1.009 -0.673
C 3.384 0.604 -0.269
O 2.918 1.490 0.362
H -3.590 -0.707 0.136
H -1.820 -1.304 0.579
H -2.354 -1.337 -1.040
H -2.141 1.298 -1.082
H -1.910 1.405 0.757
H 0.132 -0.433 1.720
H 4.307 0.893 -0.881
*
```

- orbital gap (Ha) = 0.3482
- energy relative to the best compared isomer or geometry (same formula, charge and spin) (kcal/mol) = 58.1
- DFT total energy (eV) = -29467.2694
- structure (SMILES) = CCS/C=N\SC=O

=====

Entry 5:
Below is a molecular structure, C24H28N3O4S4SbTi, with properties calculated with ωB97M-V with the def2-TZVPD basis set.

The geometry in ORCA input format:
```
! RIJCOSX wB97M-V def2-TZVPD def2/J DEFGRID3
* xyz 0 1
Ti 1.976 -0.895 1.131
C -0.701 -0.427 -3.175
O -0.901 0.456 -2.083
C -0.987 1.776 -2.368
C -1.041 2.297 -3.656
C -1.193 3.661 -3.859
C -1.298 4.520 -2.779
C -1.219 4.007 -1.495
C -1.054 2.647 -1.277
N -1.004 2.199 0.065
C -0.373 1.117 0.629
N -1.057 0.616 1.671
C -0.740 -0.423 2.566
C 0.408 -1.211 2.521
C 0.499 -2.222 3.500
C -0.479 -2.426 4.449
C -1.622 -1.629 4.471
C -1.751 -0.634 3.530
O -2.839 0.197 3.425
C -3.891 0.019 4.358
N 0.781 0.626 0.264
C 1.617 1.290 -0.673
C 1.754 2.659 -0.850
C 2.659 3.154 -1.778
C 3.455 2.295 -2.514
C 3.379 0.922 -2.309
C 2.467 0.448 -1.390
O 2.344 -0.883 -1.039
C 3.064 -1.850 -1.836
H -0.537 -1.408 -2.746
H 0.175 -0.127 -3.758
H -1.586 -0.473 -3.812
H -0.981 1.632 -4.504
H -1.237 4.045 -4.869
H -1.430 5.583 -2.928
H -1.266 4.670 -0.639
H -1.634 2.681 0.684
H -2.014 0.923 1.750
H 1.373 -2.857 3.505
H -0.363 -3.213 5.183
H -2.389 -1.798 5.213
H -4.644 0.761 4.111
H -3.540 0.181 5.379
H -4.323 -0.981 4.276
H 1.177 3.345 -0.248
H 2.748 4.224 -1.909
H 4.171 2.686 -3.224
H 4.054 0.252 -2.818
H 2.717 -2.821 -1.503
H 4.133 -1.757 -1.638
H 2.816 -1.680 -2.883
S 6.015 -1.059 0.114
Sb 4.954 -1.557 2.035
S 2.948 -2.923 1.289
S 3.327 0.379 2.295
C -2.614 -3.048 1.201
S -1.893 -2.158 -0.183
C -0.530 -3.300 -0.439
O -2.809 -2.330 -1.344
H -1.882 -3.116 2.008
H -2.922 -4.035 0.856
H -3.482 -2.481 1.535
H -0.922 -4.304 -0.599
H 0.125 -3.276 0.432
H 0.013 -2.966 -1.320
*
```

- orbital gap (Ha) = 0.2678
- energy relative to the best compared isomer or geometry (same formula, charge and spin) (kcal/mol) = 8.0
- DFT total energy (eV) = -110998.9172

=====

Entry 6:
Below is a molecular structure, C4H13N3O2 at a distorted geometry, with properties calculated with ωB97M-V with the def2-TZVPD basis set.

The geometry in ORCA input format:
```
! RIJCOSX wB97M-V def2-TZVPD def2/J DEFGRID3
* xyz 0 1
C 1.878 0.425 1.038
C 0.428 0.388 0.536
N 0.154 1.499 -0.342
O 2.091 1.559 1.855
O -0.426 0.259 1.562
H 1.402 1.547 2.529
H 0.830 2.247 -0.240
H -0.766 1.884 -0.159
H 2.575 0.505 0.204
H 2.077 -0.497 1.594
C -2.316 -0.582 -0.844
C 0.402 -1.109 -0.544
N -2.562 -0.531 0.414
N 0.614 -0.845 -1.952
H 1.590 -0.948 -2.206
H -1.541 -0.141 1.191
H -3.178 -1.240 0.795
H 0.377 0.126 -2.146
H -1.775 0.234 -1.304
H -2.735 -1.332 -1.509
H -0.386 -1.847 -0.373
H 1.266 -1.605 -0.097
*
```

- orbital gap (Ha) = 0.3048
- energy relative to the best compared isomer or geometry (same formula, charge and spin) (kcal/mol) = 72.7
- DFT total energy (eV) = -12921.6280

=====

Entry 7:
Below is 2 unconnected molecules or ions with the total composition C2H4S2 at a distorted geometry, with properties calculated with ωB97M-V with the def2-TZVPD basis set.

The geometry in ORCA input format:
```
! RIJCOSX wB97M-V def2-TZVPD def2/J DEFGRID3
* xyz 0 1
C 1.686 0.170 0.721
C -0.317 0.236 -0.542
S 2.876 -1.064 0.263
S 2.706 0.936 -0.475
H 1.526 0.571 1.692
H -0.420 1.292 -0.683
H -1.088 -0.289 -0.235
H 0.189 -0.068 -1.471
*
```

- orbital gap (Ha) = 0.3037
- energy relative to the best compared isomer or geometry (same formula, charge and spin) (kcal/mol) = 83.3
- DFT total energy (eV) = -23805.2676

=====

Entry 8:
Below is a single C4H5NO molecule at a distorted geometry, with properties calculated with ωB97M-V with the def2-TZVPD basis set.

The geometry in ORCA input format:
```
! RIJCOSX wB97M-V def2-TZVPD def2/J DEFGRID3
* xyz 0 1
C 0.062 0.299 -1.600
C 0.077 -0.027 -0.202
C 0.940 0.031 0.757
O 0.332 -0.298 1.996
C -0.956 -0.508 1.598
N -1.190 -0.299 0.387
H 0.007 1.493 -1.735
H -0.781 -0.331 -2.123
H 1.117 0.100 -2.163
H 1.991 0.234 0.690
H -1.600 -0.694 2.395
*
```

- orbital gap (Ha) = 0.3866
- energy relative to the best compared isomer or geometry (same formula, charge and spin) (kcal/mol) = 29.5
- DFT total energy (eV) = -7765.2490
- structure (SMILES) = Cc1cocn1

=====

Entry 9:
Below is a single C6H9N molecule, with properties calculated with ωB97M-V with the def2-TZVPD basis set.

The geometry in ORCA input format:
```
! RIJCOSX wB97M-V def2-TZVPD def2/J DEFGRID3
* xyz 0 1
C -0.951 -1.786 0.368
C 0.086 -0.708 0.237
C 1.432 -0.883 -0.183
C 2.036 0.355 -0.195
N 1.101 1.268 0.187
C -0.113 0.653 0.379
C -1.269 1.410 -0.197
H -0.542 -2.754 0.059
H -1.841 -1.598 -0.246
H -1.287 -1.880 1.408
H 1.873 -1.815 -0.509
H 2.982 0.712 -0.577
H 1.214 2.268 0.212
H -2.225 0.892 -0.111
H -1.034 1.464 -1.275
H -1.367 2.443 0.153
*
```

- orbital gap (Ha) = 0.3208
- energy relative to the best compared isomer or geometry (same formula, charge and spin) (kcal/mol) = 16.8
- DFT total energy (eV) = -7857.4292
- structure (SMILES) = Cc1cc[nH]c1C

=====

Entry 10:
Below is a single C3H5NO2S molecule at a distorted geometry, with properties calculated with ωB97M-V with the def2-TZVPD basis set.

The geometry in ORCA input format:
```
! RIJCOSX wB97M-V def2-TZVPD def2/J DEFGRID3
* xyz 0 1
O 2.365 -0.621 0.168
C 1.112 -0.391 0.190
N 0.055 -1.221 -0.315
S -1.552 -0.495 -0.175
C -0.866 0.622 1.057
C 0.571 1.027 0.296
O 0.263 1.566 -0.976
H 0.084 -2.261 -0.530
H -0.625 0.056 1.974
H -1.892 1.286 1.160
H 1.041 1.619 1.158
H -0.090 0.654 -1.559
*
```

- orbital gap (Ha) = 0.3416
- energy relative to the best compared isomer or geometry (same formula, charge and spin) (kcal/mol) = 67.2
- DFT total energy (eV) = -19609.5968
- structure (SMILES) = O=C1NSC[C@@H]1O

=====

Entry 11:
Below is a single C10H20N2O3S2 molecule at a distorted geometry, with properties calculated with ωB97M-V with the def2-TZVPD basis set.

The geometry in ORCA input format:
```
! RIJCOSX wB97M-V def2-TZVPD def2/J DEFGRID3
* xyz 0 1
C -2.953 -1.600 3.640
S -1.719 -0.317 3.390
C -0.199 -1.287 3.085
C 0.477 -1.038 1.745
C -0.397 -1.283 0.485
N -1.282 -0.162 0.154
C -1.136 0.748 -0.899
O -1.770 1.765 -0.908
C -0.168 0.401 -2.050
N -0.548 1.076 -3.289
C 1.265 0.817 -1.653
C 1.420 2.313 -1.451
S 3.056 2.835 -0.845
C 4.053 2.475 -2.299
C -1.192 -2.576 0.602
O -0.690 -3.592 1.011
O -2.466 -2.525 0.211
H -3.137 -2.171 2.709
H -3.884 -1.138 3.882
H -2.655 -2.244 4.508
H 0.491 -1.037 3.904
H -0.512 -2.347 3.182
H 0.903 -0.061 1.668
H 1.322 -1.761 1.659
H 0.276 -1.483 -0.351
H -1.812 0.274 0.928
H -0.195 -0.675 -2.229
H -1.319 0.572 -3.663
H -0.913 1.999 -2.990
H 1.906 0.492 -2.457
H 1.624 0.289 -0.736
H 0.735 2.707 -0.738
H 1.213 2.856 -2.402
H 3.682 3.016 -3.182
H 4.126 1.416 -2.477
H 5.057 2.852 -2.063
H -2.656 -1.606 -0.082
*
```

- orbital gap (Ha) = 0.3382
- energy relative to the best compared isomer or geometry (same formula, charge and spin) (kcal/mol) = 0.0
- DFT total energy (eV) = -41488.5746
- structure (SMILES) = CSCC[C@H](NC(=O)[C@@H](N)CCSC)C(=O)O

=====

Entry 12:
Below is a single C3H6O molecule at a distorted geometry, with properties calculated with ωB97M-V with the def2-TZVPD basis set.

The geometry in ORCA input format:
```
! RIJCOSX wB97M-V def2-TZVPD def2/J DEFGRID3
* xyz 0 1
C 1.067 0.298 0.360
C -0.054 -0.060 -0.559
C -1.303 -0.450 0.125
O -1.465 -0.285 1.311
H 0.493 0.874 1.290
H 1.583 -0.677 0.794
H 1.798 1.112 -0.238
H 0.298 -0.763 -1.418
H -0.320 0.863 -1.108
H -2.096 -0.912 -0.557
*
```

- orbital gap (Ha) = 0.4030
- energy relative to the best compared isomer or geometry (same formula, charge and spin) (kcal/mol) = 31.2
- DFT total energy (eV) = -5254.3418
- structure (SMILES) = CCC=O

=====

Question: Which formula does entry 7 have?
Answer: C2H4S2